# 1
Computed, not measured: a cluster of 3 separate species, C20H29F12N3O6P in total, with the ωB97M-V functional and the def2-TZVPD basis.

## Properties
charge	-1
calculated total energy	-2934.90648	hartree

Geometry (Å):
N 1.42211 0.51001 -0.87195
C 0.70129 0.55348 0.17663
C -0.17197 -0.60428 0.59798
C -0.62318 -0.73805 2.06002
C 0.42746 -0.84599 3.18547
C 1.93343 -0.90569 2.82405
C 2.52534 0.44424 3.03276
F 2.28507 1.03470 4.23615
C 3.22586 1.16998 2.15588
F 3.01921 2.47269 1.95704
F 4.25727 0.73791 1.44065
O -1.21127 -2.05712 2.04268
P -2.95765 -2.17463 2.21853
C -3.10643 -2.63168 0.33050
C -3.87713 -1.71835 -0.55051
O -4.92486 -1.20300 -0.29859
O -3.28680 -1.46581 -1.81341
O -3.03024 -0.42954 1.99250
C -1.85161 0.08698 2.51472
C -1.76491 1.60949 2.62620
F -2.34641 2.01041 3.78294
F -0.43853 1.93353 2.77829
C -2.27425 2.55402 1.48844
F -2.52547 3.76493 2.04405
F -1.26771 2.74414 0.61062
C -3.51946 2.22130 0.63079
F -3.66837 3.30106 -0.18857
F -3.28267 1.20875 -0.19985
C -4.88630 2.09376 1.38444
F -5.40475 3.32663 1.50491
F -4.76844 1.61096 2.60642
F -5.73446 1.37364 0.68788
H 1.30284 -0.40442 -1.31537
H 0.76570 1.46336 0.76451
H 0.26816 -1.55577 0.30613
H -1.10583 -0.51087 0.03478
H 0.30538 -0.03364 3.89927
H 0.19676 -1.75041 3.73619
H 2.16774 -1.28142 1.83176
H 2.40078 -1.58556 3.54448
H -4.38193 -2.30643 2.34103
H -2.74875 -3.59021 2.44796
H -2.89003 -2.01878 3.66444
H -2.11509 -2.82407 -0.07136
H -3.63279 -3.58824 0.28928
H -2.67379 -0.72805 -1.71025
H -1.89834 -0.20612 3.57941
C 1.76592 -2.89019 -3.15648
O 2.06660 -2.39601 -2.08462
N 0.51363 -2.97146 -3.63434
C 0.21386 -3.57624 -4.91344
C -0.57248 -2.43040 -2.82959
H 2.51976 -3.32580 -3.83467
H -0.26199 -2.84789 -5.57317
H -0.46181 -4.42391 -4.78091
H 1.13138 -3.92749 -5.38212
H -0.40478 -1.36551 -2.65776
H -0.60399 -2.93196 -1.86243
H -1.52242 -2.56920 -3.33482
C 3.38983 2.57238 -2.77896
O 3.15917 2.57631 -3.97690
N 4.59268 2.85769 -2.23806
C 4.79912 2.82242 -0.80591
C 5.69629 3.19021 -3.11554
H 2.63829 2.30738 -2.02174
H 5.14708 3.79626 -0.45010
H 5.55040 2.06700 -0.56517
H 3.87483 2.57279 -0.29876
H 5.45475 4.07382 -3.70878
H 5.89243 2.36693 -3.80442
H 6.58645 3.38503 -2.52118

# 2
Computed, not measured: the molecule H4N2O2S, with the ωB97M-V functional and the def2-TZVPD basis.

## Properties
charge	0
energy relative to the best compared isomer or geometry (same formula, charge and spin)	76.0	kcal/mol
calculated total energy	-660.45324	hartree

Geometry (Å):
N -0.06166 0.29298 -0.51551
N -1.52661 0.67080 0.15802
O 2.33238 0.47279 -0.25549
O 1.00607 -1.39383 0.88182
S 0.94530 0.26422 0.63177
H -2.13188 0.39900 -0.60514
H -1.53093 1.68167 0.24575
H 2.39645 -0.27969 -0.83531
H 1.37404 -1.76566 1.65343

# 3
Computed, not measured: a structure of composition C33H40AsBrI2N6O3RuSeSi2, with the ωB97M-V functional and the def2-TZVPD basis.

## Properties
charge	+1
energy relative to the best compared isomer or geometry (same formula, charge and spin)	27.5	kcal/mol
calculated total energy	-10316.11624	hartree
2S+1	2

Geometry (Å):
Ru 0.30495 0.46446 -0.32846
O -6.19306 1.03676 -4.24491
N -5.20802 1.70359 -4.01830
O -4.99852 2.79919 -4.49987
C -4.19828 1.13769 -3.10070
C -4.45845 -0.11002 -2.65096
C -3.56696 -0.77662 -1.76892
C -3.81114 -2.06160 -1.24660
C -2.90036 -2.60871 -0.38251
C -1.74610 -1.88566 -0.05763
N -1.49063 -0.69168 -0.55651
C -2.39334 -0.12945 -1.38914
C -2.11865 1.19844 -1.85548
N -0.98971 1.76688 -1.35963
C -0.75360 3.03624 -1.64735
C -1.57232 3.77829 -2.49008
C -2.69422 3.20509 -3.03755
C -3.01940 1.87525 -2.70311
H -5.36769 -0.60063 -2.96625
H -4.71229 -2.59306 -1.52485
H -3.05084 -3.58669 0.05150
H -0.99953 -2.28413 0.61442
H 0.11624 3.48436 -1.18252
H -1.31759 4.80612 -2.70709
H -3.33234 3.77215 -3.69143
Se 3.64211 -2.15128 2.12979
C 2.39056 -1.40648 1.12720
N 1.54275 -0.92874 0.48019
C -3.20419 1.49717 1.45289
Si -1.91545 2.51534 2.34704
C -2.17635 4.33680 1.97556
C -1.92506 2.20356 4.19098
As 0.25639 1.85700 1.60563
Si 1.68869 3.73949 1.93810
C 1.27424 5.15283 0.76921
C 3.47231 3.19712 1.71226
C 1.38117 4.22076 3.71954
H -4.02496 1.26506 2.13516
H -2.77941 0.55473 1.11553
H -3.61686 2.04458 0.60191
H -3.15359 4.64740 2.35437
H -2.16525 4.52954 0.89978
H -1.42417 4.97479 2.44100
H -2.89538 2.45403 4.62687
H -1.16707 2.80676 4.69438
H -1.70598 1.15761 4.40374
H 1.79714 5.05894 -0.18611
H 1.59714 6.09304 1.22365
H 0.20459 5.23790 0.57333
H 3.82158 3.29870 0.68231
H 3.63210 2.16500 2.03250
H 4.11680 3.82834 2.32895
H 0.37524 4.61302 3.87410
H 2.08965 5.00048 4.01022
H 1.52304 3.37156 4.39004
N 2.19447 1.44365 -0.78554
C 2.76435 1.32262 -2.10520
C 2.29370 2.09749 -3.15260
C 2.83216 1.93021 -4.42051
C 3.83203 0.99395 -4.63913
C 4.30144 0.22669 -3.58161
C 3.76958 0.38856 -2.31170
H 2.81948 0.99941 -0.11436
H 2.14000 2.42242 -0.51540
H 1.50574 2.82345 -2.99024
H 2.47007 2.53855 -5.23876
H 4.25110 0.87047 -5.62864
H 5.09192 -0.49511 -3.73996
H 4.12591 -0.21491 -1.48328
N 0.07594 -2.63440 3.03013
C -0.84076 -1.67109 3.25155
O -0.99716 -0.72564 2.49099
C -1.67966 -1.82171 4.50051
I -0.53152 -1.29249 6.22345
H 0.77969 -2.47227 2.32228
H 0.27958 -3.31994 3.73754
H -2.02689 -2.83992 4.65253
H -2.51745 -1.13598 4.45128
Br 0.81241 -4.05646 -0.79625
C 1.95661 -4.06473 -2.29445
C 2.79243 -5.16208 -2.45340
C 3.65685 -5.22379 -3.53235
C 3.69253 -4.18776 -4.45366
C 2.85460 -3.09694 -4.29955
C 1.97989 -3.03186 -3.22052
I 0.73420 -1.35339 -3.13903
H 2.75507 -5.96445 -1.73039
H 4.29986 -6.08506 -3.65155
H 4.37116 -4.22565 -5.29487
H 2.87582 -2.28722 -5.01660

# 4
Computed, not measured: a structure of composition C5H10O, with the ωB97M-V functional and the def2-TZVPD basis.

## Properties
charge	0
energy relative to the best compared isomer or geometry (same formula, charge and spin)	113.1	kcal/mol
calculated total energy	-271.57243	hartree

Geometry (Å):
C -0.45141 0.24620 1.34930
C -1.27683 -0.67451 -0.15715
C -0.04745 -0.04889 -0.23524
C 0.09786 1.16078 -1.12098
C 1.36037 -0.94750 -0.17691
O 1.74099 -1.14481 -1.37730
H 0.02407 1.22965 1.41048
H 0.06286 -0.50534 1.95282
H -1.47309 0.39075 1.72303
H -2.18324 -0.26769 -0.61118
H -1.36833 -1.63116 0.35555
H -0.84682 1.68572 -1.30345
H 0.82946 1.86004 -0.70252
H 0.51047 0.78581 -2.06095
H 1.02224 -1.82679 0.44938
H 1.99885 -0.31226 0.50512

# 5
Computed, not measured: the molecule C4H11N2PS2, with the ωB97M-V functional and the def2-TZVPD basis.

## Properties
charge	0
energy relative to the best compared isomer or geometry (same formula, charge and spin)	78.7	kcal/mol
calculated total energy	-1406.10694	hartree

Geometry (Å):
C -1.27179 -2.87524 0.02843
C -0.43026 1.29375 1.46622
C -1.06846 1.89123 -0.83622
C -0.05531 1.18353 0.02298
N 1.21270 1.38598 -0.42635
N 2.77632 -0.80651 -0.62124
P -0.40194 -1.21752 -0.69828
S 2.71177 0.70391 0.16323
S 1.48932 -1.85822 0.13836
H -1.76604 -2.95550 1.10844
H -2.12400 -3.01552 -0.62193
H -0.61919 -3.70977 -0.02493
H -1.50643 1.32623 1.47653
H 0.13230 2.23936 1.88915
H -0.04930 0.42538 1.90062
H -1.96218 1.41394 -0.35440
H -0.94909 2.99792 -0.68197
H -1.03595 1.54353 -1.88609
H 1.27957 1.32023 -1.43952
H 3.63795 -1.28671 -0.60304

# 6
Computed, not measured: a cluster of 12 separate species, C30H84O24S12 in total, with the ωB97M-V functional and the def2-TZVPD basis.

## Properties
charge	0
energy relative to the best compared isomer or geometry (same formula, charge and spin)	33.0	kcal/mol
calculated total energy	-7777.11078	hartree

Geometry (Å):
O 11.07643 22.16673 17.62254
S 11.54291 23.20218 16.78618
O 12.94923 23.42251 16.55579
O 10.94363 23.02128 15.29746
C 10.67304 21.66780 14.78038
C 11.49184 21.45253 13.55674
C 10.94091 24.78556 17.19707
H 9.65504 21.72759 14.52377
H 10.95350 20.89763 15.52449
H 11.61198 22.43911 13.08578
H 10.88411 20.82587 12.85344
H 12.41846 20.91323 13.72403
H 11.42996 24.98479 18.12264
H 9.89311 24.77253 17.13760
H 11.26234 25.44188 16.44245
O 15.76923 12.98494 19.60962
S 14.53614 13.68275 19.89917
O 13.29323 13.05982 19.50495
O 14.47360 14.09795 21.38003
C 13.22553 14.56710 21.95385
C 12.90742 13.78171 23.18243
C 14.67245 15.33925 19.22390
H 12.48370 14.54400 21.14618
H 13.40277 15.59796 22.21794
H 12.41513 12.86126 22.88403
H 12.13213 14.25381 23.68072
H 13.78863 13.67857 23.85293
H 15.65170 15.75119 19.48859
H 13.94730 15.97551 19.65738
H 14.41132 15.35977 18.09860
O 13.16486 12.79332 15.39926
S 12.28506 11.72329 15.75255
O 12.34504 10.53992 14.98096
O 12.41155 11.42029 17.29639
C 13.06874 10.13797 17.71651
C 14.52916 10.35683 17.94081
C 10.57948 12.17161 15.81666
H 12.73016 9.34636 16.97968
H 12.45793 9.90214 18.60870
H 14.88249 9.33322 18.19388
H 14.66737 11.11953 18.72787
H 15.03837 10.70239 17.06214
H 10.31154 12.69954 16.69834
H 10.11263 11.22169 15.66598
H 10.35604 12.73985 14.88035
O 11.78441 18.79907 17.56586
S 10.88933 17.69710 17.53783
O 9.51847 17.77764 18.00263
O 10.71996 17.24901 16.11045
C 11.79466 17.37419 15.14024
C 12.20957 16.04667 14.53456
C 11.68715 16.40124 18.46619
H 12.61200 17.94115 15.41821
H 11.25112 17.88587 14.30139
H 12.52858 15.32449 15.26437
H 12.90543 16.32180 13.75126
H 11.40967 15.55777 14.01516
H 11.09870 15.54004 18.30672
H 11.68406 16.71762 19.55770
H 12.61415 16.29957 17.92678
O 10.83944 18.84239 9.68009
S 9.71832 18.51533 10.53446
O 10.00478 18.11187 11.88332
O 8.73459 19.80322 10.55383
C 7.70397 19.71295 11.56474
C 6.53666 20.55450 11.14994
C 8.76343 17.28514 9.75913
H 8.31830 20.18403 12.37604
H 7.38898 18.70879 11.85365
H 6.96738 21.41284 10.56608
H 5.85761 20.95813 11.87275
H 5.96936 20.07899 10.32182
H 9.34882 16.53469 9.19449
H 8.10873 17.75753 9.01709
H 8.15109 16.86493 10.53621
O 14.82715 12.00538 10.02537
S 14.36736 12.81560 11.11594
O 14.96942 14.11389 11.27628
O 12.74574 12.98389 11.00420
C 12.26539 14.29804 11.21336
C 10.76452 14.28961 10.84793
C 14.57109 11.96971 12.64070
H 12.70666 15.07075 10.59191
H 12.34461 14.53123 12.28861
H 10.27430 13.38387 11.24428
H 10.59964 14.29427 9.78121
H 10.31441 15.14481 11.30666
H 13.89882 11.14432 12.54250
H 14.36922 12.53350 13.57433
H 15.59281 11.60870 12.74353
C 15.71053 19.08106 20.28246
S 14.06489 18.95752 19.66039
O 13.14713 18.18653 20.55826
C 13.52890 20.57775 19.76179
H 15.85395 20.02996 20.84393
H 16.44530 18.99056 19.52141
H 15.76861 18.18151 20.88347
H 12.65764 20.63443 19.10454
H 14.29624 21.29932 19.39086
H 13.28651 20.86202 20.77402
C 16.30455 22.73625 16.00644
S 16.68013 21.17096 16.78722
O 16.54082 21.47066 18.23702
C 15.13995 20.32384 16.18299
H 15.50917 23.17586 16.55381
H 16.13060 22.49419 14.94539
H 17.24942 23.31330 16.05199
H 15.44759 19.66403 15.37739
H 14.43666 21.04084 15.83733
H 14.75181 19.65467 16.94300
C 7.11140 17.07596 15.48421
S 8.11204 16.63538 14.10810
O 7.21566 16.99957 12.96882
C 8.07264 14.86031 14.32545
H 7.09580 18.16179 15.31960
H 7.53660 16.92143 16.45486
H 6.11934 16.64866 15.32851
H 7.06130 14.47540 14.14344
H 8.36267 14.50390 15.33568
H 8.74752 14.44774 13.58775
C 8.75387 17.68852 23.51822
S 10.27641 17.27317 22.67649
O 10.15724 15.86337 22.23691
C 10.01626 18.27681 21.21918
H 8.67868 18.75519 23.71150
H 8.70560 17.18932 24.51435
H 7.90130 17.27385 22.93792
H 10.14700 19.37246 21.43267
H 8.98974 18.12762 20.85560
H 10.74058 17.92620 20.50384
C 7.41135 15.62927 19.57089
S 7.97076 14.08376 18.94611
O 8.48470 14.50269 17.60025
C 9.44002 13.99984 19.99265
H 8.01463 16.36437 19.14582
H 7.38511 15.66504 20.66300
H 6.34294 15.59181 19.20475
H 9.06564 14.01931 21.00494
H 10.01908 14.95468 20.03937
H 10.20701 13.20472 19.84200
C 15.77236 16.96717 12.70184
S 14.40370 17.92809 12.07633
O 14.23979 19.00812 13.09509
C 15.28514 18.56376 10.59395
H 15.63035 16.39422 13.61450
H 16.64266 17.63487 12.79679
H 16.02458 16.14345 12.03484
H 16.06018 19.31170 10.82410
H 14.52464 19.00026 9.90792
H 15.88926 17.71817 10.18307

# 7
Computed, not measured: a structure of composition C42H53AsF3N3O6PReS2, with the ωB97M-V functional and the def2-TZVPD basis.

## Properties
charge	+1
energy relative to the best compared isomer or geometry (same formula, charge and spin)	78.7	kcal/mol
calculated total energy	-5998.98890	hartree
2S+1	4

Geometry (Å):
Re -10.79900 3.79744 15.38776
S -12.16998 2.95657 16.99379
C -11.04021 3.89975 17.95519
C -10.98869 4.21133 19.32628
C -9.88633 4.94007 19.80925
C -9.02121 5.64377 18.92195
C -9.06332 5.25832 17.58249
N -10.12559 4.50455 17.14262
H -11.72215 3.74956 20.01125
H -9.67140 4.92449 20.86047
H -8.35085 6.39721 19.28362
H -8.44408 5.69378 16.80488
F -7.66239 6.61273 11.32446
C -7.72445 5.97459 12.49335
F -7.58702 6.86414 13.57172
F -6.72635 5.10845 12.57712
S -9.47698 5.21803 12.83880
O -10.45656 6.18353 12.47219
O -9.43549 3.89720 12.24936
O -9.34447 5.01812 14.44427
C -10.30881 7.98250 15.09860
N -11.58579 7.78213 15.66004
C -12.32868 9.01221 15.80049
C -12.25905 6.60568 15.74369
O -12.09002 5.57449 15.03749
N -13.19185 6.58823 16.71632
C -12.99930 7.13945 18.01859
C -14.38536 5.78182 16.46751
H -9.81079 6.98575 15.07923
H -9.64848 8.68492 15.64743
H -10.29279 8.44173 14.08482
H -12.30493 9.63289 14.85538
H -11.88891 9.75429 16.49334
H -13.36301 8.92935 16.03045
H -12.18731 7.78487 17.95362
H -12.77869 6.29383 18.75807
H -13.84139 7.71758 18.37840
H -14.18950 4.69623 16.53558
H -14.68711 5.99173 15.48240
H -15.18232 6.02194 17.21604
C -7.32155 2.22045 14.46470
C -8.52447 1.46029 14.91848
C -8.44702 0.66536 16.21249
C -9.06767 0.57638 13.80176
O -9.57234 2.45625 15.21729
H -6.48555 1.84387 15.09231
H -7.31487 3.34044 14.57412
H -7.15781 1.90992 13.43234
H -7.77681 -0.14849 16.00365
H -9.42072 0.21550 16.38200
H -8.13987 1.19229 17.15537
H -8.37755 -0.23080 13.66018
H -9.07460 1.14558 12.84388
H -10.03416 0.10816 14.10575
C -16.16691 -0.58533 16.81971
C -17.49357 -1.26816 16.61967
As -19.26121 -0.28047 16.62812
C -18.54576 1.16638 17.80976
C -18.27961 0.70683 19.12386
C -17.76462 1.60466 20.00425
C -17.73435 3.01115 19.68077
C -18.19331 3.44933 18.49023
C -18.63900 2.54646 17.54199
C -19.21935 0.61006 14.89674
C -20.31136 0.44288 14.00530
C -20.31072 1.08494 12.78985
C -19.26033 2.00074 12.49728
C -18.17292 2.08668 13.33905
C -18.15745 1.40982 14.54381
P -14.59044 -1.73656 16.94566
C -14.99727 -2.74114 15.54443
C -15.88825 -3.82152 15.61674
C -16.19792 -4.59365 14.50264
C -15.49601 -4.40818 13.32748
C -14.57551 -3.35670 13.28059
C -14.36606 -2.48888 14.29441
C -15.07705 -2.60042 18.46670
C -14.58894 -3.93128 18.72130
C -14.75414 -4.54039 19.95327
C -15.22517 -3.85845 21.06726
C -15.55696 -2.44499 20.96459
C -15.49508 -1.83042 19.68336
H -16.03382 0.10002 17.67090
H -15.95234 -0.03584 15.92333
H -17.63259 -2.10267 17.29105
H -17.42106 -1.64869 15.55594
H -18.29804 -0.37528 19.28149
H -17.40157 1.32153 21.00890
H -17.31080 3.67187 20.43722
H -18.08365 4.45703 18.23653
H -18.99261 2.83203 16.50699
H -21.06480 -0.25322 14.26580
H -21.12463 0.83573 12.12256
H -19.20142 2.42038 11.51753
H -17.26445 2.69435 12.98640
H -17.33678 1.59217 15.21045
H -16.41133 -4.04534 16.56505
H -16.92725 -5.35661 14.72808
H -15.59826 -5.14928 12.54222
H -13.97326 -3.32345 12.34147
H -13.81649 -1.54511 14.08653
H -14.20486 -4.55795 17.89818
H -14.44051 -5.56231 20.05837
H -15.33632 -4.28645 22.07235
H -15.77910 -1.80073 21.82969
H -15.69997 -0.77407 19.59729
C -12.81876 3.59582 12.92059
O -11.53521 3.15883 13.44892
H -12.84624 3.63946 11.81108
H -13.04945 4.61671 13.24843
H -13.54953 2.92558 13.29228
H -10.79300 3.13378 12.78940

The highest calculated total energy belongs to which entry?
C5H10O